Entry 1:
This record from the OMol25 dataset describes a molecular structure, C40H38AsMoO7P2S3Si. The level of theory is wB97M-V/def2-TZVPD.

Properties
Frontier orbital gap ... 6.7 eV
Charge ... +1
ΔE to the lowest compared entry with this formula, charge and spin ... 91.1 kJ/mol
2S+1 ... 1
Max |F| ... 0.016 Eh/bohr
E_tot ... -178080.3179 eV

Each line ends with the Mulliken charge.
Element x y z (Å)
Mo 0.99 -0.78 -0.09  -1.49
O 3.46 -1.68 1.33  -0.62
C 2.71 -0.73 1.35  1.32
C 2.80 0.22 2.51  -0.20
C 4.00 0.46 3.17  -0.77
C 3.99 1.25 4.30  -0.74
C 2.79 1.76 4.80  -0.72
C 1.59 1.50 4.16  -0.40
C 1.61 0.72 3.01  -0.33
P 0.17 0.32 2.01  2.32
C -0.87 -0.93 2.78  0.33
C -0.60 -1.41 4.05  -0.77
C -1.40 -2.41 4.58  -0.80
C -2.43 -2.95 3.84  -0.61
C -2.69 -2.48 2.56  -0.76
C -1.91 -1.47 2.02  -0.49
C -0.76 1.87 1.96  0.87
C -2.10 1.92 2.33  -0.52
C -2.74 3.14 2.42  -0.78
C -2.05 4.31 2.16  -0.63
C -0.71 4.26 1.79  -0.98
C -0.06 3.05 1.69  -0.23
H 4.92 0.04 2.79  0.55
H 4.91 1.48 4.81  0.45
H 2.80 2.37 5.70  0.47
H 0.66 1.90 4.55  0.55
H 0.23 -1.02 4.63  0.43
H -1.18 -2.80 5.57  0.42
H -3.04 -3.74 4.25  0.42
H -3.50 -2.90 1.97  0.48
H -2.11 -1.11 1.02  0.44
H -2.64 1.01 2.57  0.41
H -3.78 3.18 2.71  0.45
H -2.55 5.27 2.25  0.48
H -0.16 5.18 1.59  0.46
H 0.98 3.02 1.42  0.47
O 2.58 -4.60 0.85  -0.58
As 1.00 -4.08 1.28  0.94
O 0.72 -4.05 2.86  -0.67
O 0.77 -2.40 0.66  0.76
C -0.30 -4.82 0.10  -0.09
C -1.15 -5.75 0.69  -0.73
C -2.26 -6.22 0.00  -0.69
C -2.54 -5.74 -1.27  -0.72
C -1.70 -4.81 -1.86  -0.70
C -0.58 -4.34 -1.19  0.11
S 0.50 -3.24 -2.11  1.50
O 1.83 -3.49 -1.62  -0.71
O 0.22 -3.47 -3.49  -0.66
O 0.09 -1.81 -1.74  -0.34
H 3.21 -4.27 1.51  0.36
H -0.95 -6.09 1.70  0.50
H -2.91 -6.95 0.46  0.44
H -3.40 -6.10 -1.81  0.44
H -1.88 -4.46 -2.87  0.55
C 3.91 1.08 -1.32  -0.96
Si 3.37 -0.70 -1.58  1.40
C 4.70 -1.90 -1.12  -1.21
C 2.79 -1.04 -3.31  -0.93
H 4.96 1.15 -1.64  0.46
H 3.86 1.40 -0.28  0.23
H 3.31 1.75 -1.93  0.20
H 5.36 -1.88 -2.00  0.42
H 4.34 -2.92 -0.99  0.25
H 5.27 -1.60 -0.25  0.32
H 3.56 -0.57 -3.94  0.53
H 1.83 -0.59 -3.57  -0.01
H 2.76 -2.10 -3.52  0.36
S 0.97 1.72 -4.44  -0.32
P -0.28 2.01 -3.03  1.42
S 0.37 1.16 -1.07  0.45
C -1.95 1.39 -3.25  0.31
C -2.73 2.10 -4.16  -0.58
C -4.02 1.69 -4.44  -0.74
C -4.54 0.57 -3.81  -0.64
C -3.77 -0.15 -2.91  -0.74
C -2.48 0.26 -2.62  0.29
C -0.46 3.72 -2.50  0.42
C 0.43 4.68 -2.96  -0.71
C 0.23 6.01 -2.62  -0.66
C -0.85 6.38 -1.84  -0.51
C -1.74 5.42 -1.38  -0.73
C -1.55 4.08 -1.70  -0.28
H -2.32 2.97 -4.66  0.43
H -4.62 2.24 -5.15  0.41
H -5.55 0.25 -4.04  0.40
H -4.17 -1.03 -2.43  0.49
H -1.87 -0.32 -1.94  -0.08
H 1.25 4.39 -3.60  0.36
H 0.92 6.76 -2.99  0.44
H -1.01 7.42 -1.60  0.41
H -2.59 5.71 -0.77  0.47
H -2.24 3.33 -1.34  0.42

Entry 2:
This record from the OMol25 dataset describes a molecular structure, C4H5F5O2 at a distorted geometry. The level of theory is wB97M-V/def2-TZVPD.

Properties
Frontier orbital gap (alpha / beta) ... 8.8 / 8.8 eV
ΔE to the lowest compared entry with this formula, charge and spin ... 407.7 kJ/mol
2S+1 ... 1
Max |F| ... 0.063 Eh/bohr
E_tot ... -21906.2754 eV

Each line ends with the Mulliken charge.
Element x y z (Å)
C -1.93 0.51 -0.05  -1.04
C -0.88 -0.51 -0.32  -0.08
C 0.80 0.38 0.33  0.53
C 1.91 -0.60 -0.13  0.79
O -0.84 -1.68 0.25  -0.39
O 0.66 1.54 -0.15  -0.25
F 0.58 0.24 1.64  -0.32
F 1.86 -0.55 -1.51  -0.29
F 1.71 -1.84 0.27  -0.21
F 3.12 -0.15 0.15  -0.23
F 1.81 2.59 -0.07  -0.30
H -2.48 0.78 -1.04  0.24
H -1.54 1.45 0.29  0.35
H -2.62 0.19 0.66  0.42
H -0.68 -0.71 -1.32  0.46
H -1.48 -1.64 0.99  0.32

Entry 3:
This record from the OMol25 dataset describes 2 unconnected molecules or ions with the total composition C19H37BrFNO5P at a distorted geometry. The level of theory is wB97M-V/def2-TZVPD.

Properties
Frontier orbital gap ... 9.7 eV
Charge ... +1
2S+1 ... 1
Max |F| ... 0.139 Eh/bohr
E_tot ... -114071.4011 eV

Each line ends with the Mulliken charge.
Element x y z (Å)
O -1.88 2.35 3.32  -0.50
C -2.92 2.84 2.84  0.66
F -3.14 2.77 1.41  -0.23
N -4.02 3.46 3.60  -0.15
C -3.53 4.27 4.74  0.43
O -4.39 4.56 5.64  -0.46
O -2.21 4.79 4.91  -0.22
C -2.29 6.20 5.28  0.72
O -2.23 6.58 6.48  -0.42
O -2.44 7.11 4.17  -0.33
Br -1.60 6.40 2.67  0.13
H -4.55 4.08 2.95  0.37
C 2.43 -3.70 -3.68  -1.40
C 2.53 -3.60 -2.16  0.21
C 1.19 -3.78 -1.46  -1.08
C 0.24 -2.58 -1.51  -1.09
P 0.53 -1.21 -0.41  1.04
C 0.73 -1.91 1.25  -1.45
C -0.29 -2.90 1.82  -0.85
C -1.64 -2.35 2.30  -0.45
C -1.56 -1.14 3.22  -0.94
C -0.92 -0.18 -0.30  -0.26
C -1.51 0.55 -1.50  -1.00
C -0.80 1.82 -1.97  0.12
C -0.37 2.77 -0.86  -1.22
C 2.07 -0.34 -0.62  -1.00
C 2.45 0.56 -1.79  -1.03
C 2.21 0.04 -3.20  0.30
C 3.49 -0.39 -3.91  -1.75
H 1.73 -2.97 -4.09  0.25
H 3.41 -3.53 -4.14  0.39
H 2.09 -4.70 -3.98  0.41
H 3.00 -2.65 -1.89  -0.28
H 3.22 -4.39 -1.82  0.45
H 1.39 -4.04 -0.41  0.30
H 0.69 -4.65 -1.89  0.55
H -0.75 -2.96 -1.25  0.64
H 0.13 -2.23 -2.54  0.75
H 0.88 -1.08 1.95  0.77
H 1.69 -2.43 1.23  0.57
H 0.18 -3.38 2.69  0.49
H -0.48 -3.69 1.10  0.23
H -2.16 -3.15 2.83  0.44
H -2.28 -2.12 1.44  0.26
H -1.04 -1.39 4.15  0.38
H -2.56 -0.80 3.48  0.37
H -1.04 -0.30 2.75  0.01
H -0.81 0.50 0.55  0.28
H -1.72 -0.87 -0.01  -0.05
H -2.53 0.83 -1.23  0.47
H -1.59 -0.14 -2.35  0.36
H -1.48 2.36 -2.64  0.48
H 0.05 1.55 -2.58  -0.27
H -1.24 3.17 -0.32  0.26
H 0.18 3.61 -1.28  0.44
H 0.29 2.28 -0.13  0.25
H 2.87 -1.08 -0.50  0.78
H 2.15 0.29 0.28  0.59
H 3.50 0.83 -1.67  0.61
H 1.93 1.52 -1.67  0.16
H 1.76 0.83 -3.81  0.47
H 1.49 -0.78 -3.21  -0.15
H 4.13 0.48 -4.09  0.46
H 3.26 -0.83 -4.88  0.39
H 4.06 -1.11 -3.32  0.32

Entry 4:
This record from the OMol25 dataset describes a gas-phase ion, C9H12NO (charge +1) at a distorted geometry. The level of theory is wB97M-V/def2-TZVPD.

Properties
Frontier orbital gap ... 9.5 eV
Charge ... +1
ΔE to the lowest compared entry with this formula, charge and spin ... 19.3 kJ/mol
2S+1 ... 1
SMILES ... C[C@@]1([NH3+])OCc2ccccc21
Max |F| ... 0.092 Eh/bohr
E_tot ... -13057.3228 eV

Each line ends with the Mulliken charge.
Element x y z (Å)
C -1.65 -2.08 1.39  -0.29
C -2.32 -1.34 0.39  -0.82
C -0.29 -1.94 1.60  -0.54
C -1.72 -0.26 -0.21  -0.53
C 0.33 -0.92 0.86  0.91
C -0.33 -0.08 -0.09  -0.17
C 1.78 -0.42 0.93  -0.80
C 0.56 0.94 -0.61  1.20
C 0.05 2.39 -0.31  -1.87
N 1.04 0.72 -2.00  -0.23
O 1.87 0.67 0.02  -0.51
H -2.21 -2.85 1.94  0.37
H -3.33 -1.38 0.29  0.49
H 0.39 -2.64 2.25  0.33
H -2.31 0.15 -1.08  0.30
H 1.95 -0.02 1.88  0.32
H 2.52 -1.12 0.66  0.35
H -0.34 2.81 -1.21  0.40
H 0.89 2.95 -0.08  0.52
H -0.61 2.56 0.42  0.48
H 2.01 0.97 -2.08  0.35
H 0.58 1.18 -2.84  0.38
H 1.14 -0.29 -2.12  0.38

Entry 5:
This record from the OMol25 dataset describes 2 unconnected molecules or ions with the total composition C10H16 at a distorted geometry. The level of theory is wB97M-V/def2-TZVPD.

Properties
Frontier orbital gap ... 9.7 eV
ΔE to the lowest compared entry with this formula, charge and spin ... 263.0 kJ/mol
2S+1 ... 1
SMILES ... Cc1ccccc1.CCC
Max |F| ... 0.087 Eh/bohr
E_tot ... -10627.0177 eV

Each line ends with the Mulliken charge.
Element x y z (Å)
C 2.47 0.09 -1.29  -1.12
C 1.40 0.21 0.81  -0.45
C 1.86 -0.62 -0.17  0.91
C 0.50 -0.21 1.87  -0.73
C -0.08 -1.41 1.69  -0.25
C 1.27 -1.88 -0.27  -0.53
C 0.43 -2.29 0.78  -0.51
H 1.67 1.27 0.77  0.34
H 0.38 0.53 2.64  0.40
H 3.57 -0.39 -1.37  0.29
H 2.51 1.22 -1.20  0.32
H -0.89 -1.72 2.30  0.46
H 1.05 -2.55 -1.09  0.31
H 0.20 -3.38 0.82  0.32
H 1.90 -0.17 -2.34  0.23
C -1.92 1.36 -0.40  0.51
C -2.55 0.52 -1.53  -1.30
C -2.17 2.92 -0.50  -1.16
H -0.81 1.34 -0.27  -0.28
H -2.25 1.02 0.66  0.21
H -2.53 -0.52 -1.20  0.34
H -3.60 0.62 -1.50  0.42
H -2.40 3.07 -1.49  0.37
H -2.08 0.66 -2.47  0.34
H -1.20 3.53 -0.44  0.29
H -2.85 3.34 0.23  0.29